(1)
Density functional theory data (ωB97M-V with the def2-TZVPD basis set) for C2H5N3S in the gas phase.

Computed properties:
net charge = 0
E_tot = -17454.743 eV
frontier orbital gap (alpha / beta) = 7.728 / 8.081 eV
largest force on an atom = 1.69 eV/Å
relative energy (zero: lowest compared OMol25 entry of this formula, charge and spin) = 146.86 kcal/mol
spin multiplicity = 1
highest occupied orbital energy (alpha / beta) = -0.3037 / -0.3233 Ha

```
11
Properties=species:S:1:pos:R:3:forces:R:3
C 0.196454 -0.303841 -0.537831 0.7 1.3 0.9
C 1.111450 -0.143529 0.695007 -0.1 -0.2 -0.3
N -0.547807 -1.431044 -0.614308 -0.9 -1.3 0.0
N -2.126152 -0.691632 0.700862 0.1 0.3 -0.4
N -0.689948 0.902466 -0.604093 -0.5 0.6 -0.2
S -2.162636 0.674631 0.120666 0.8 -0.7 0.1
H 0.817479 -0.299135 -1.450440 -0.1 -0.1 -0.1
H 1.705317 0.765068 0.617340 0.0 0.1 0.0
H 1.767272 -1.008521 0.760389 0.1 0.0 0.0
H 0.493890 -0.107655 1.589346 0.0 0.0 0.1
H -0.565319 1.643189 -1.276942 0.0 0.1 -0.1
```
Positions in Å, forces in eV/Å.

Quick look at the Mulliken charges, all values in e: 0.310 -1.061 -0.493 -0.318 -0.259 0.295 0.344 0.329 0.305 0.297 0.250

(2)
Density functional theory data (ωB97M-V with the def2-TZVPD basis set) for a molecular structure, C4H11NOS.

Computed properties:
net charge = +1
<S²> = 0.821
E_tot = -18683.291 eV
frontier orbital gap (alpha / beta) = 5.945 / 4.010 eV
largest force on an atom = 4.04 eV/Å
relative energy (zero: lowest compared OMol25 entry of this formula, charge and spin) = 179.66 kcal/mol
spin multiplicity = 2
highest occupied orbital energy (alpha / beta) = -0.4815 / -0.4744 Ha

```
18
Properties=species:S:1:pos:R:3:forces:R:3
C -1.562979 -0.000696 1.153765 0.7 2.7 -1.1
O -3.215261 0.059588 0.306470 2.6 -0.4 1.4
C -0.473508 -0.384804 0.150262 -0.1 0.1 -2.2
C 0.653800 0.704438 0.208949 -0.9 -0.8 1.6
C 2.009986 0.409553 -0.473822 -2.9 1.7 -1.2
S 3.144105 -0.438802 0.458816 2.9 -0.3 -2.8
N -1.051172 -0.438578 -1.220618 0.0 -0.5 0.5
H -1.496602 -0.600418 2.057429 -0.7 0.0 0.2
H -1.705422 1.070800 1.320078 0.7 -0.4 0.4
H -2.668993 -0.593990 0.884258 -3.0 -2.0 -0.4
H -0.031339 -1.357578 0.325722 0.1 -0.4 0.7
H 0.765300 0.855246 1.303460 0.4 0.4 -0.5
H 0.139218 1.555882 -0.229280 0.6 0.4 -0.1
H 1.776097 -0.090485 -1.427902 0.3 -0.4 0.0
H 2.287963 1.417516 -0.901240 0.7 -0.7 0.6
H 4.416076 -0.526258 -1.163383 -1.9 0.0 2.9
H -0.914877 -1.364350 -1.660655 -0.2 0.8 0.4
H -2.072386 -0.277066 -1.092306 0.7 -0.1 -0.5
```
Positions in Å, forces in eV/Å.

Quick look at the Mulliken charges, all values in e: -0.523 -0.554 0.018 -0.938 -0.523 0.149 -0.626 0.403 0.373 0.199 0.394 0.394 0.366 0.509 0.438 0.310 0.236 0.376

(3)
Density functional theory data (ωB97M-V with the def2-TZVPD basis set) for a molecular structure, C35H28InN15O2S4.

Computed properties:
net charge = 0
E_tot = -111713.178 eV
frontier orbital gap = 7.112 eV
largest force on an atom = 0.67 eV/Å
relative energy (zero: lowest compared OMol25 entry of this formula, charge and spin) = 13.23 kcal/mol
spin multiplicity = 1
highest occupied orbital energy = -0.3009 Ha

```
85
Properties=species:S:1:pos:R:3:forces:R:3
In 0.601657 0.410017 -0.216688 -0.2 -0.1 -0.1
N -0.009039 2.263365 2.719074 -0.1 0.0 -0.1
C -0.437833 0.955192 2.720301 0.1 0.3 0.0
N -1.113866 0.416128 3.719036 0.0 -0.2 0.0
N -1.320196 -0.856689 3.334301 0.0 0.1 0.0
N -0.803027 -1.077156 2.179870 0.0 0.1 -0.1
N -0.215613 0.069325 1.752044 0.1 -0.1 -0.1
C 0.420229 2.974274 1.611896 -0.1 -0.1 0.3
N 0.529661 4.284772 1.609548 0.3 0.1 0.0
N 1.039456 4.576592 0.390604 -0.4 0.0 -0.1
N 1.170710 3.516543 -0.317675 0.3 0.0 0.1
N 0.810270 2.451409 0.449751 -0.2 -0.1 -0.1
H -0.319205 2.825634 3.494788 0.0 0.0 0.0
C -0.191267 -4.249940 -7.181059 0.0 0.0 0.0
C 0.033838 -3.119490 -6.213690 0.0 0.0 0.0
C 0.077549 -3.353513 -4.840058 0.0 0.0 0.0
C 0.301496 -2.319445 -3.949836 0.0 0.0 0.0
C 0.480912 -1.030642 -4.434813 -0.1 -0.1 -0.1
C 0.433339 -0.769397 -5.794895 0.0 -0.1 0.0
C 0.212748 -1.819601 -6.674640 0.0 0.0 0.0
S 0.764845 0.297170 -3.313193 0.0 0.0 0.0
O 2.017538 0.035121 -2.623533 0.0 0.0 -0.1
O 0.605145 1.520288 -4.046048 0.0 -0.1 0.0
N -0.332652 0.103840 -2.139290 0.1 0.6 0.3
C -1.510372 0.877895 -2.081658 0.3 -0.3 -0.1
C -2.327365 1.206338 -3.156023 0.0 0.0 -0.1
C -3.441684 1.975347 -2.894262 0.0 0.0 0.0
C -3.717491 2.381083 -1.592121 0.0 0.0 0.0
C -2.852632 1.987456 -0.592279 0.0 -0.1 0.1
N -1.770443 1.246220 -0.831817 0.0 0.2 0.0
H -0.621919 -5.117213 -6.682178 0.0 0.0 0.0
H 0.751156 -4.561374 -7.636224 0.0 0.0 0.0
H -0.860869 -3.951651 -7.987780 0.0 0.0 0.0
H -0.079704 -4.357362 -4.463172 0.0 0.0 0.0
H 0.315394 -2.503809 -2.883982 0.0 0.0 0.0
H 0.561536 0.244135 -6.148525 0.0 0.0 0.0
H 0.169518 -1.621820 -7.739256 0.0 0.0 0.0
H -2.083623 0.874935 -4.154880 0.0 0.0 0.0
H -4.099865 2.261084 -3.704634 0.0 0.0 0.0
H -4.580627 2.987758 -1.360440 0.0 0.0 0.0
H -3.019355 2.268130 0.441195 0.0 0.0 0.0
S 5.200342 3.996648 0.557841 -0.1 0.1 -0.1
C 6.731351 4.741111 0.578116 0.0 0.0 0.1
C 7.743506 3.830424 0.534548 0.0 -0.1 0.0
C 7.259951 2.499021 0.470350 0.1 0.1 0.0
C 5.894911 2.426634 0.466214 -0.1 -0.1 0.1
C 5.061054 1.219216 0.396877 0.1 0.1 0.0
C 3.664320 1.322546 0.254237 -0.1 0.0 0.0
N 2.872038 0.276170 0.178426 0.0 -0.1 -0.2
C 3.397122 -0.966182 0.208671 -0.2 0.0 0.0
C 4.764690 -1.176791 0.375927 0.1 -0.1 0.0
C 5.267935 -2.523016 0.445610 0.0 0.1 0.0
C 4.435398 -3.576411 0.342023 -0.1 0.0 0.0
C 3.023572 -3.384178 0.143118 0.1 -0.1 0.0
C 2.119623 -4.446307 0.016516 0.1 -0.1 0.0
C 0.779214 -4.212019 -0.184866 -0.1 -0.1 0.0
C 0.366688 -2.866508 -0.285058 0.0 0.1 0.0
N 1.201991 -1.856267 -0.168738 0.0 0.0 0.0
C 2.510893 -2.091511 0.060434 0.0 0.2 0.0
C -0.203668 -5.298537 -0.294277 0.1 0.1 0.2
C -1.494288 -5.235091 -0.734560 -0.2 -0.1 -0.1
C -2.142055 -6.500627 -0.717223 0.1 0.0 -0.2
C -1.329001 -7.497766 -0.276751 -0.1 0.0 0.2
S 0.195305 -6.899932 0.201668 0.2 -0.1 -0.2
C 5.590571 -0.048076 0.471863 0.1 -0.1 0.0
H 6.804736 5.815260 0.623264 0.0 0.0 0.0
H 8.789825 4.096228 0.538221 0.0 0.0 0.0
H 7.906326 1.634998 0.412225 0.0 0.0 0.0
H 3.178108 2.289282 0.196614 0.0 0.0 0.0
H 6.330906 -2.671572 0.587104 0.0 0.0 0.0
H 4.815589 -4.588323 0.402012 0.0 0.0 0.0
H 2.496984 -5.461604 0.071804 0.0 0.0 0.0
H -0.671388 -2.618302 -0.490641 0.0 0.0 0.0
H -1.982664 -4.333500 -1.083163 0.1 0.0 0.0
H -3.158668 -6.658691 -1.045663 0.0 0.0 0.0
H -1.552794 -8.547068 -0.175687 0.0 0.0 0.0
H 6.655594 -0.191138 0.606274 0.0 0.0 0.0
N -3.267862 -2.335015 1.034556 0.0 0.0 -0.1
C -3.878462 -2.483629 -0.144759 -0.1 0.0 0.0
N -5.119313 -3.017024 -0.107194 0.0 0.0 -0.1
S -3.171553 -2.046633 -1.611377 0.0 -0.1 0.2
H -3.725185 -2.542518 1.906769 0.0 0.0 0.0
H -2.368416 -1.875510 1.101103 0.0 0.0 0.0
H -5.541218 -3.342244 0.744650 0.0 0.0 0.0
H -5.581315 -3.183132 -0.982135 0.0 0.0 0.0
```
Positions in Å, forces in eV/Å.

Quick look at the Mulliken charges, all values in e: 1.885 -0.022 0.439 -0.595 -0.818 -0.406 0.454 0.347 -0.580 -0.659 -0.373 0.332 0.283 -1.530 0.971 -1.005 -0.023 -0.292 -0.570 -0.725 1.547 -0.716 -0.725 0.384 0.244 -0.867 -0.541 -0.988 -0.323 0.171 0.353 0.310 0.379 0.414 0.348 0.541 0.389 0.468 0.435 0.411 0.490 -0.042 -0.386 -0.620 -0.487 0.446 0.537 -0.037 0.248 -0.185 0.417 -1.146 -1.012 0.411 -0.851 0.909 -0.488 0.375 -0.355 0.270 -0.308 -0.805 -0.388 -0.199 -0.657 0.423 0.388 0.332 0.074 0.449 0.461 0.478 -0.038 0.369 0.433 0.433 0.399 -0.248 0.643 -0.472 -0.403 0.246 0.151 0.170 0.223

(4)
Density functional theory data (ωB97M-V with the def2-TZVPD basis set) for 10 unconnected molecules or ions with the total composition C6H31NO10.

Computed properties:
net charge = 0
E_tot = -28687.376 eV
frontier orbital gap = 9.070 eV
SMILES = C/C=C/C[C@H](N)CO.O.O.O.O.O.O.O.O.O
largest force on an atom = 4.55 eV/Å
relative energy (zero: lowest compared OMol25 entry of this formula, charge and spin) = 97.67 kcal/mol
spin multiplicity = 1
highest occupied orbital energy = -0.3291 Ha

```
48
Properties=species:S:1:pos:R:3:forces:R:3
C -1.827823 -2.328518 2.370947 -2.0 1.0 -1.5
C -1.889200 -0.825911 2.050061 0.4 -1.5 -0.6
C -1.197356 -0.358926 1.027999 -0.1 -0.2 -0.5
C -0.933900 1.030896 0.616877 -1.2 1.9 0.3
C 0.533664 1.226375 0.196067 -1.3 -0.2 -0.1
N 1.026593 2.581685 0.526300 0.0 -1.1 0.4
C 0.710439 0.895403 -1.239908 1.5 0.0 -4.3
O 2.151054 0.622328 -1.474973 0.0 -0.9 0.9
H -2.773298 -2.757772 1.974324 -0.5 0.2 1.5
H -1.302541 -2.884056 1.603848 1.7 0.2 0.6
H -1.644329 -2.461183 3.444704 0.0 -0.8 -0.6
H -2.519199 -0.218742 2.672224 0.0 0.4 0.4
H -0.703653 -1.052288 0.354439 0.2 -0.4 0.3
H -1.630066 1.320067 -0.188504 0.4 -0.2 -0.2
H -1.229596 1.772114 1.400308 0.6 -0.6 -0.2
H 1.027780 0.338027 0.646260 0.5 1.3 0.6
H 0.390419 3.309948 0.157425 0.8 -0.8 0.1
H 1.968945 2.631728 0.140829 -0.2 0.8 -0.1
H 0.610699 1.666629 -2.076686 -1.1 -0.2 1.7
H 0.219729 0.001500 -1.694373 -0.3 0.9 1.2
H 2.290259 0.476646 -2.416689 -0.4 0.1 0.2
O 0.965997 2.220095 3.386729 0.1 1.0 -1.0
H 1.258852 2.307804 2.440717 0.0 -0.3 0.4
H 0.368131 2.983933 3.353375 0.0 -0.3 0.7
O -2.044545 -3.190842 -1.823600 -0.5 -0.1 0.5
H -2.860314 -2.718029 -1.610862 0.1 0.3 -0.3
H -2.081622 -3.893866 -1.160163 0.4 0.0 -0.2
O 1.247698 -2.018165 -0.570222 0.4 0.3 0.6
H 1.872658 -1.803978 0.171702 -0.3 -1.0 -1.1
H 1.357481 -1.232316 -1.112584 0.2 -0.2 -0.1
O 0.614447 -0.458975 3.352802 1.7 -0.9 -0.5
H 0.923557 0.436726 3.568266 -1.0 0.0 0.4
H -0.224805 -0.735741 3.706217 -0.2 0.7 0.3
O 1.017718 -0.512228 -3.936738 -0.2 0.3 -0.1
H 0.828676 -1.300425 -3.414045 0.4 -0.1 -0.1
H 1.969453 -0.394845 -3.999725 0.0 -0.6 -0.2
O 3.580777 2.704748 -1.215288 0.4 -0.4 0.4
H 3.371602 1.736087 -1.120843 0.0 1.2 -0.3
H 2.957728 3.020659 -1.876573 0.1 -0.1 0.0
O -3.720899 0.241580 -1.699244 -0.6 -0.8 -1.1
H -2.752474 0.081116 -1.942026 -1.4 0.9 1.7
H -4.018344 0.611812 -0.870470 0.9 -0.1 0.3
O -1.596817 0.540227 -2.857929 0.7 -0.7 -0.7
H -2.025640 1.385766 -3.024973 -0.3 -0.2 -0.4
H -1.919191 -0.139074 -3.482358 0.2 0.9 -0.1
O 2.841363 -1.571334 1.537251 -1.6 0.3 1.3
H 1.907988 -1.275811 1.708772 0.7 0.4 -0.1
H 2.881897 -2.010861 2.400323 0.8 -0.3 -0.2
```
Positions in Å, forces in eV/Å.

Quick look at the Mulliken charges, all values in e: -1.069 -1.153 1.201 -1.003 1.525 -0.586 -1.021 -0.673 0.381 0.263 0.324 0.438 0.099 0.252 0.245 -0.927 0.284 0.412 0.230 0.510 0.249 -0.740 0.367 0.321 -0.606 0.309 0.284 -0.775 0.453 0.369 -0.601 0.367 0.238 -0.606 0.338 0.302 -0.739 0.429 0.300 -0.712 0.477 0.284 -0.632 0.297 0.307 -0.639 0.294 0.333